This record from the OMol25 dataset describes one molecule with the formula C3H8N4 in a non-equilibrium geometry. The level of theory is wB97M-V/def2-TZVPD.

Gap between HOMO and LUMO (eV): 9.07
Net charge: 0
Maximum force (Eh/bohr): 0.0546
DFT total energy (eV): -9200.0026
E_LUMO (hartree): 0.029
SMILES string: [H]/N=C/N/N=C(/C)N
ΔE to the lowest compared entry with this formula, charge and spin (kJ/mol): 157.35
HOMO level (eV): -8.28

Geometry as XYZ:
```
15
Properties=species:S:1:pos:R:3:forces:R:3:nbo_charge:R:1
H 3.1692 -2.6947 1.3240 -0.2 0.0 -0.4 0.34
N 2.3011 -2.1827 1.4329 0.2 -0.1 0.4 -0.72
C 1.9443 -1.5233 0.4113 0.6 -0.1 0.0 0.28
N 0.8836 -0.6892 0.5112 -2.1 0.5 1.8 -0.46
N 0.3926 -0.0251 -0.5485 0.5 0.0 -0.8 -0.23
C -0.6887 0.6094 -0.3920 -0.7 0.0 1.6 0.34
C -1.2945 1.4513 -1.4613 0.1 -0.2 0.0 -0.66
N -1.3383 0.5360 0.9430 0.0 0.4 -1.1 -0.90
H 2.4339 -1.5013 -0.5715 -0.1 0.0 0.2 0.16
H 0.2495 -0.6286 1.3842 1.6 -0.4 -1.6 0.42
H -1.3661 2.4901 -1.1368 0.0 0.0 0.0 0.22
H -2.2997 1.1007 -1.6994 -0.1 0.0 0.0 0.22
H -0.6733 1.3943 -2.3494 0.0 0.0 -0.1 0.24
H -1.4252 1.4789 1.3231 0.0 -0.2 0.0 0.37
H -2.2884 0.1842 0.8291 0.2 0.1 0.1 0.37
```
Positions in Å, forces in eV/Å.